# 1
ORCA calculation (the ωB97M-V functional and the def2-TZVPD basis) on an isolated ion of composition C3H5N4O2 and charge +1 in a non-equilibrium geometry.

```
14
Properties=species:S:1:pos:R:3:lowdin_charge:R:1
C 0.138 -1.340 1.077 -0.137
C 1.685 0.414 0.738 -0.096
C -0.013 2.177 0.395 -0.134
N -0.638 -1.527 0.143 0.078
N 0.816 1.313 0.500 0.234
N -0.655 3.148 0.099 0.321
N -0.462 -1.257 -1.173 -0.133
O -1.405 -1.577 -2.057 -0.028
O 1.491 -0.839 0.853 0.105
H -0.316 -1.415 2.112 0.169
H 2.719 0.556 0.660 0.163
H -1.436 3.759 0.093 0.119
H -2.318 -1.771 -1.740 0.138
H 0.395 -1.641 -1.701 0.200
```

Its HOMO energy is -12.550 eV. Its energy above the lowest of the compared OMol25 structures with the same formula, charge and spin is 516.1 kJ/mol. Its SMILES is [NH+]#C/N=C/O/C=N\NO. Its largest force on an atom is 0.1187 Eh/bohr. The total charge is +1.


# 2
ORCA calculation (the ωB97M-V functional and the def2-TZVPD basis) on C5H7NO as an isolated structure.

```
14
Properties=species:S:1:pos:R:3:lowdin_charge:R:1
O -2.722 -1.667 0.239 -0.057
C -2.115 -0.959 -0.818 -0.277
C -0.751 -0.501 -0.504 0.018
C 0.373 -0.157 -0.228 -0.007
C 1.732 0.255 0.093 -0.282
C 2.042 2.131 0.550 0.031
N 1.870 0.991 1.391 -0.129
H -2.132 -2.389 0.488 0.091
H -2.086 -1.554 -1.743 0.121
H -2.758 -0.095 -1.010 0.123
H 2.460 -0.555 0.050 0.133
H 1.022 2.554 0.346 0.034
H 2.114 0.985 -0.690 0.107
H 0.951 0.959 1.837 0.095
```

Its HOMO energy is -8.247 eV. Its energy above the lowest of the compared OMol25 structures with the same formula, charge and spin is 656.2 kJ/mol. Its largest force on an atom is 0.0108 Eh/bohr. The total charge is 0.


# 3
ORCA calculation (the ωB97M-V functional and the def2-TZVPD basis) on C13H13O5V as an isolated structure in a non-equilibrium geometry.

```
32
Properties=species:S:1:pos:R:3:lowdin_spin:R:1
V -1.267 0.667 -0.843 0.939
O 2.302 2.554 -1.580 0.001
C 1.458 1.740 -1.214 0.003
O 0.198 1.917 -1.264 0.023
C 1.987 0.443 -0.561 0.000
C 1.638 0.508 0.934 0.001
C 2.493 -0.505 1.722 0.001
C 1.750 -1.830 1.429 0.000
C 0.708 -1.344 0.412 0.001
O 0.329 -0.076 0.971 0.009
C 1.410 -0.962 -0.902 0.000
C 0.524 -1.106 -2.155 0.001
O 1.078 -1.425 -3.202 -0.001
O -0.728 -0.924 -1.992 0.012
H 3.064 0.450 -0.724 0.000
H 1.598 1.512 1.353 0.000
H 2.499 -0.271 2.787 0.000
H 3.523 -0.510 1.368 0.000
H 1.253 -2.204 2.324 0.000
H 2.395 -2.613 1.035 0.000
H -0.183 -1.956 0.289 0.000
H 2.258 -1.625 -1.079 0.000
C -3.044 1.900 -0.307 0.005
C -2.554 1.458 0.953 -0.003
C -2.728 0.054 1.014 -0.007
C -3.306 -0.372 -0.191 -0.001
C -3.500 0.753 -1.016 0.005
H -3.100 2.923 -0.648 0.004
H -2.140 2.083 1.729 0.001
H -2.435 -0.592 1.827 0.000
H -3.516 -1.393 -0.474 0.001
H -3.960 0.748 -1.994 0.004
```

Its HOMO energy (spin up / spin down) is -3.297 / -2.690 eV. Its energy above the lowest of the compared OMol25 structures with the same formula, charge and spin is 0.0 kJ/mol. The multiplicity is 2. As for the expectation value of S²: 0.76. Its largest force on an atom is 0.0406 Eh/bohr. The total charge is -1.


# 4
ORCA calculation (the ωB97M-V functional and the def2-TZVPD basis) on a 2-piece molecular cluster, C24H19N2O5S2 overall in a non-equilibrium geometry.

```
52
Properties=species:S:1:pos:R:3:lowdin_charge:R:1
C 2.586 1.528 1.032 0.045
C 1.868 2.160 2.004 -0.230
C 1.322 3.459 1.795 -0.199
N 0.914 4.546 1.646 0.174
C 1.782 1.686 3.351 -0.185
N 1.710 1.317 4.462 0.172
C 3.271 0.273 1.258 -0.208
C 2.683 -0.776 2.002 -0.019
C 3.394 -1.952 2.240 -0.068
C 4.690 -2.115 1.730 -0.083
C 5.268 -1.091 0.963 -0.090
C 4.560 0.080 0.711 -0.034
H 2.708 2.029 0.070 0.145
H 1.665 -0.657 2.377 0.115
H 2.938 -2.744 2.837 0.106
H 5.246 -3.038 1.924 0.101
H 6.276 -1.212 0.562 0.100
H 5.000 0.891 0.125 0.114
C -1.098 -2.714 1.029 0.004
O -0.970 -1.245 0.660 -0.222
C -1.198 -0.673 -0.496 -0.546
S -1.676 1.071 -0.508 0.678
C -3.140 0.995 0.520 -0.270
C -4.379 0.732 -0.069 -0.057
C -5.488 0.524 0.751 -0.093
C -5.363 0.576 2.144 -0.108
C -4.112 0.839 2.713 -0.096
C -2.996 1.055 1.906 -0.068
O -0.703 1.873 0.205 -0.333
O -2.104 1.443 -1.841 -0.325
S -1.465 -1.577 -2.003 0.674
C -0.366 -0.642 -3.057 -0.302
C -0.863 0.059 -4.150 -0.071
C 0.023 0.814 -4.917 -0.088
C 1.379 0.870 -4.579 -0.103
C 1.852 0.174 -3.459 -0.094
C 0.978 -0.589 -2.687 -0.069
O -0.878 -2.907 -1.916 -0.348
O -2.822 -1.388 -2.472 -0.340
H -0.303 -2.849 1.760 0.070
H -2.081 -2.833 1.487 0.080
H -0.967 -3.350 0.155 0.056
H -4.453 0.665 -1.154 0.112
H -6.449 0.295 0.291 0.096
H -6.230 0.395 2.783 0.091
H -3.990 0.852 3.796 0.096
H -2.013 1.247 2.336 0.108
H -1.927 0.013 -4.380 0.114
H -0.366 1.359 -5.776 0.097
H 2.072 1.454 -5.185 0.091
H 2.905 0.207 -3.177 0.093
H 1.315 -1.129 -1.799 0.118
```

Its HOMO energy is -2.834 eV. Its energy above the lowest of the compared OMol25 structures with the same formula, charge and spin is 83.1 kJ/mol. Its largest force on an atom is 0.1090 Eh/bohr. The total charge is -1.